Record 1
A structure of composition C31H52BrCdN4P3 in a non-equilibrium geometry, computed with ωB97M-V/def2-TZVPD.

Each line ends with the Mulliken charge.
CARTESIAN COORDINATES (ANGSTROEM)
H: -1.063 -3.393 3.736  0.35
H: -3.488 4.979 0.259  0.25
H: 1.197 1.156 -4.257  0.32
C: 2.478 -4.346 -3.556  -0.57
H: -1.169 -2.917 -4.654  0.54
H: 0.812 -3.540 -4.666  0.29
C: -3.045 0.449 -3.403  -0.46
H: -2.470 3.128 -1.306  -0.25
H: -0.921 3.965 -1.182  0.23
C: -1.616 4.814 2.966  -1.43
H: -3.120 1.365 -3.979  0.52
H: 2.867 2.385 -2.846  0.57
H: -2.578 1.718 2.679  0.35
H: -1.018 5.552 3.519  0.43
H: 2.506 -3.522 4.445  0.30
C: -2.518 -0.702 -3.969  -0.69
H: 0.201 -3.699 4.988  0.34
H: 3.206 -4.057 -4.315  0.39
H: 3.199 -0.001 -3.112  0.51
C: -0.705 4.093 1.968  -0.52
H: 1.485 -1.901 5.871  0.30
Br: -4.394 1.959 -1.333  -0.08
C: 0.882 2.002 -3.639  -1.24
H: -4.900 2.402 2.550  0.44
H: 2.636 2.440 1.341  0.17
H: 1.564 3.147 -1.916  0.27
H: -2.428 5.369 2.472  0.29
C: -1.579 -2.967 -3.639  -0.65
H: -1.620 -1.084 3.176  0.46
C: 1.231 -1.274 4.998  -0.91
C: 0.215 -4.393 -2.740  0.87
C: -3.523 0.391 -2.084  -0.08
H: 1.726 -0.954 -2.817  0.27
C: 3.423 -1.548 -1.613  -0.99
N: 0.943 -3.352 3.054  0.14
C: -1.139 -3.914 -2.761  -0.56
P: 0.460 -0.832 1.909  1.08
H: 1.367 -2.951 1.035  0.08
H: 1.223 -0.221 5.299  0.36
Cd: -0.685 0.654 -0.285  1.16
H: -3.161 -2.911 -1.412  0.33
C: 2.264 -2.919 3.552  -0.95
H: -1.989 5.889 -0.094  0.34
C: -2.958 2.113 1.719  -0.09
H: -3.254 1.228 1.129  0.10
C: 3.349 2.596 0.519  -1.24
H: 3.836 -2.257 -2.343  0.32
H: 2.807 -2.132 -0.912  0.02
C: 1.840 2.242 -2.478  -0.64
H: -0.368 -3.087 1.422  0.54
H: -3.969 3.898 2.508  0.27
C: 2.595 -0.487 -2.331  -0.49
C: 1.127 -4.074 -3.767  -0.31
C: 0.706 -5.083 -1.601  -0.44
H: -2.072 -0.688 -4.974  0.40
C: -2.469 -1.910 -3.222  0.86
H: 3.029 -3.077 2.783  0.35
H: -0.142 1.811 -3.303  0.19
C: -2.650 5.085 -0.445  -1.39
H: 3.046 3.490 -0.041  0.33
C: -3.128 -1.971 -1.967  -0.58
N: 2.270 -1.491 3.961  0.16
C: -4.188 2.983 1.952  -1.43
H: 4.223 1.525 -1.146  0.57
H: 0.863 2.886 -4.283  0.43
C: -0.596 -0.796 3.457  -0.98
C: 2.080 -5.295 -1.488  -0.57
H: -3.075 5.394 -1.410  0.42
N: -0.106 -1.679 4.521  0.18
N: 2.941 -4.892 -2.428  -0.50
H: 2.926 -0.745 2.116  0.36
H: 4.269 -1.127 -1.055  0.38
H: -0.204 4.829 1.310  0.49
H: -4.175 -0.845 -0.441  0.51
H: -0.610 0.240 3.826  0.39
H: 3.778 0.495 0.234  0.22
H: -2.048 4.114 3.693  0.34
C: -1.875 3.794 -0.654  0.26
H: -1.783 -4.277 -1.950  0.52
H: 2.137 0.450 3.181  0.45
C: 2.101 -0.590 2.828  -1.05
H: 2.483 -5.770 -0.589  0.41
H: -4.695 3.224 1.014  0.20
C: 3.461 1.359 -0.368  -0.73
H: 4.331 2.809 0.965  0.41
H: 0.089 3.540 2.505  0.44
P: 1.903 0.862 -1.253  0.62
H: 0.042 -5.372 -0.790  0.45
C: -0.073 -3.100 4.102  -0.94
C: 0.598 -2.707 1.785  -0.79
P: -1.497 2.847 0.867  0.54
C: -3.653 -0.816 -1.398  -0.52

Calculated values
LUMO level = -0.2704 hartree
2S+1 = 1
Kohn-Sham gap = 5.48 eV
Net charge = +2
E_HOMO = -12.83 eV

***

Record 2
A structure of composition C31H52BrF7LiN5O3P in a non-equilibrium geometry, computed with ωB97M-V/def2-TZVPD.

Each line ends with the Mulliken charge.
CARTESIAN COORDINATES (ANGSTROEM)
H: -5.987 -1.552 -3.637  0.07
H: 2.386 1.042 0.419  -0.45
Br: 2.542 5.107 1.413  -0.59
H: 5.888 3.042 5.497  0.44
F: -1.581 -4.057 -1.844  -0.24
H: -1.465 -0.237 6.059  0.48
H: 1.798 3.481 -0.116  -0.02
H: 0.352 0.066 7.801  0.39
Li: -3.529 -6.238 -0.123  0.78
H: 1.106 0.551 -0.663  -0.02
F: 2.344 -0.174 8.650  -0.94
C: 4.688 3.077 0.123  -1.77
H: -1.848 0.065 -6.126  0.37
C: 1.413 1.343 0.029  1.29
H: -3.432 1.302 -1.015  0.25
H: -1.421 1.159 -3.496  0.32
F: -4.626 -2.138 -1.450  -0.07
H: 2.042 -2.459 -3.444  0.20
H: 1.556 -0.315 6.579  0.26
H: 1.973 -0.729 4.515  0.88
C: 3.584 1.032 2.892  -0.89
C: -2.823 -3.665 -2.609  0.80
O: -6.220 -0.643 -3.688  -0.95
H: -0.071 2.402 2.979  0.75
C: -2.897 0.415 -0.436  -0.61
C: -2.443 -2.287 -3.411  -0.68
O: 1.155 -1.966 -1.193  -0.62
C: 1.957 2.302 5.073  -0.61
H: 2.747 -2.822 0.490  0.20
C: 0.386 1.441 1.152  -1.07
H: 3.426 0.296 2.099  0.75
C: 4.286 3.190 1.580  0.88
H: 0.903 2.397 5.327  0.09
C: -0.452 0.093 5.802  -0.37
H: 4.785 4.084 1.984  0.58
H: -4.805 -3.266 -6.610  0.14
C: -7.769 -2.461 -8.974  -0.41
C: 4.684 1.972 2.403  -1.30
C: -4.154 -3.533 -1.634  0.51
C: 3.965 3.917 5.074  0.66
C: -1.873 -2.599 -6.973  0.27
F: -5.286 -4.257 -2.325  -0.24
H: 5.277 2.302 3.259  0.16
H: 3.496 -3.246 -2.905  0.15
C: -6.514 -1.904 -9.215  -0.48
H: 1.336 -0.734 2.906  0.19
N: -1.720 0.187 -3.749  -0.01
H: 2.388 1.654 5.842  0.64
H: -6.366 -1.246 -10.068  0.34
C: -1.997 -0.868 -2.700  0.57
H: -0.424 -1.400 4.281  0.51
C: -7.959 -3.307 -7.881  -0.35
C: 1.282 -0.192 3.858  -1.40
C: 2.471 3.721 5.260  -1.21
F: -3.813 -4.231 -0.368  -0.27
H: 4.562 1.904 5.694  0.27
H: 3.901 -3.454 -0.647  0.16
C: 4.852 2.950 5.841  -1.39
H: 4.266 3.907 -0.453  0.40
C: -6.890 -3.600 -7.034  -0.61
N: -2.372 -1.940 -4.881  0.58
H: 4.169 3.857 4.015  -0.64
H: 4.355 2.138 -0.319  0.23
C: 0.838 2.220 2.390  -1.11
P: 1.976 1.451 3.517  1.51
H: -0.943 -0.818 -0.494  0.17
C: -5.448 -2.190 -8.362  -0.21
N: -1.501 -2.659 -8.236  -0.37
H: 3.220 3.391 1.669  -1.10
F: 6.945 1.335 2.115  -0.85
H: -4.471 -1.751 -8.547  0.26
H: -3.256 0.241 0.678  0.25
C: -1.859 -0.445 -1.120  -0.15
H: 0.334 -1.519 7.009  0.37
C: 2.206 -2.538 -1.434  0.69
H: -8.600 -2.236 -9.637  0.35
H: 5.403 1.364 1.829  0.68
H: 4.050 0.446 3.699  0.60
H: -8.938 -3.738 -7.691  0.35
C: -5.636 -3.040 -7.272  0.35
H: 2.215 4.040 6.277  0.48
C: 0.506 -0.454 6.849  -1.38
N: 3.031 -2.981 -0.468  -0.41
H: 0.605 2.875 -1.269  0.43
H: 4.827 3.166 6.911  0.36
N: 2.634 -2.776 -2.687  -0.42
C: -1.966 -0.486 -5.081  -0.28
O: -2.706 -2.900 -5.762  -0.12
C: -0.153 -0.339 4.365  -0.73
H: 1.938 4.387 4.577  0.37
H: -7.036 -4.265 -6.186  0.32
H: 1.182 3.217 2.112  0.58
H: 5.777 3.128 0.028  0.46
H: -0.835 0.199 3.697  0.07
H: -0.521 1.914 0.754  0.43
H: 0.092 0.427 1.441  0.20
F: -3.092 -4.839 -3.519  -0.25
H: -0.499 1.181 5.869  0.20
C: 1.540 2.635 -0.761  -1.34
H: 4.233 4.943 5.352  0.50
H: 2.320 2.535 -1.522  0.41

Calculated values
LUMO level = -0.0789 hartree
2S+1 = 1
Kohn-Sham gap = 1.16 eV
Net charge = -1
E_HOMO = -3.31 eV

***

Record 3
A structure of composition C31H52N2O8S in a non-equilibrium geometry, computed with ωB97M-V/def2-TZVPD.

Each line ends with the Mulliken charge.
CARTESIAN COORDINATES (ANGSTROEM)
H: -0.345 5.014 -0.430  -0.28
H: 5.071 1.277 -3.959  0.26
O: 0.057 -8.826 1.965  -0.36
H: -0.887 -0.987 -3.097  0.30
C: -2.954 -4.745 3.661  -0.55
H: -1.746 1.872 -0.804  0.23
H: -3.631 -12.443 2.739  0.35
H: -2.365 3.538 0.786  0.38
H: -1.271 -12.032 3.549  0.31
O: -2.351 -3.601 3.057  -0.36
H: 0.599 -7.681 3.625  0.32
H: -0.267 2.971 -1.101  -0.89
C: 0.131 1.167 0.104  -0.85
C: -2.262 5.924 -2.534  -0.91
H: 1.400 4.576 -1.259  -0.22
H: 1.198 -0.597 -0.666  0.16
H: 5.997 2.863 -3.607  0.29
O: 4.147 1.682 -1.224  -0.49
O: -0.585 -2.414 2.641  -0.30
C: -1.564 2.427 -3.962  0.49
H: -2.548 0.755 -2.795  0.25
C: -1.252 3.325 0.830  -0.99
C: -0.828 2.342 -0.344  1.44
H: 1.543 0.151 -2.802  0.36
H: 1.289 -3.042 0.876  0.28
H: 4.287 3.888 1.398  0.23
H: 1.949 2.903 -0.895  -0.59
H: -1.156 5.591 1.085  0.57
S: -0.021 5.652 5.150  0.15
C: -1.835 0.903 -3.663  -0.65
H: 0.628 1.683 -2.548  -0.06
O: -1.114 -9.544 3.766  -0.55
H: -4.030 -4.675 3.503  0.26
C: -0.540 4.761 0.644  -0.40
H: 2.691 -2.816 1.945  0.37
H: -0.353 0.681 1.011  0.41
H: 3.557 5.486 -1.561  0.38
C: -2.822 3.162 -4.569  -0.78
H: 6.301 1.371 -2.547  0.30
C: 0.537 0.567 -2.476  0.16
C: -3.047 -11.594 2.379  -1.08
C: 1.898 4.909 3.858  0.43
C: 2.160 3.989 -0.655  1.39
C: 0.670 5.013 2.969  0.74
C: 4.389 2.379 -2.186  0.72
N: -0.535 5.420 3.566  -0.58
C: 0.205 -7.563 2.616  -0.23
H: -2.390 0.493 -4.569  0.43
H: -0.752 -7.040 2.636  -0.02
H: -1.480 6.604 -2.064  0.23
H: 4.434 4.131 -0.614  0.34
H: -1.315 -12.786 1.962  0.29
C: 1.633 -3.084 1.912  -1.15
H: 1.530 -4.120 2.240  0.32
O: -0.395 -4.193 4.035  -0.56
C: -1.562 -11.874 2.508  -0.17
H: -3.311 -11.398 1.337  0.29
H: -3.163 6.584 -2.697  0.45
C: 0.795 4.679 1.502  0.07
H: 1.143 1.528 0.461  0.05
H: -1.365 2.919 -2.957  -0.61
C: 3.575 4.388 -1.293  -0.68
C: -0.535 0.014 -3.507  -1.15
H: -0.053 -0.217 -4.498  0.36
H: -0.611 -0.623 -0.960  0.39
C: 0.307 0.027 -0.989  -0.76
H: -3.083 2.619 -5.534  0.34
H: -3.634 5.196 -4.705  0.26
N: 1.589 5.244 5.175  -0.63
H: 0.976 -1.120 2.459  0.21
H: 4.099 4.369 3.880  0.34
C: 5.543 1.924 -3.174  -1.02
H: -2.367 4.878 -5.950  0.34
H: 1.119 -2.209 3.831  0.35
O: 3.727 3.563 -2.500  -0.36
H: -2.447 5.072 -1.826  0.12
H: -0.639 2.626 -4.579  0.37
C: 2.061 4.294 0.880  0.76
H: -1.345 6.431 -4.446  0.41
H: -3.705 3.016 -3.887  0.30
H: -2.762 -4.775 4.733  0.29
H: -3.333 -10.711 2.953  0.31
H: -2.591 -5.655 3.181  0.14
C: 3.190 4.476 3.229  -1.07
C: -1.609 5.457 -3.920  -0.32
C: 0.817 -2.150 2.783  -0.06
H: 0.913 -6.970 2.037  0.21
C: -0.657 -9.718 2.664  0.75
H: -0.943 2.895 1.820  0.40
O: -0.788 -10.822 1.919  -0.37
C: -1.043 -3.470 3.321  0.77
H: -0.632 4.933 -3.746  0.13
C: -2.621 4.705 -4.870  -0.71
C: 3.288 4.195 1.787  -0.78

Calculated values
LUMO level = -0.0307 hartree
2S+1 = 1
Kohn-Sham gap = 7.70 eV
Net charge = 0
E_HOMO = -8.53 eV

***

Record 4
A structure of composition C31H52P2Sn in a non-equilibrium geometry, computed with ωB97M-V/def2-TZVPD.

Each line ends with the Mulliken charge.
CARTESIAN COORDINATES (ANGSTROEM)
H: 3.096 -0.812 3.006  0.34
H: -2.658 -1.118 3.285  0.37
C: 1.438 3.135 2.324  -1.14
H: 2.382 0.595 -5.206  0.38
C: -1.209 -0.755 -4.217  -0.17
H: -4.749 -1.622 -0.859  0.35
H: 3.738 1.255 -0.058  0.31
H: -2.703 2.067 -2.396  0.18
H: 0.306 2.415 -2.730  0.33
C: -0.030 -1.550 -4.153  -0.32
H: -0.904 2.568 -4.710  0.46
C: -2.291 1.624 3.017  -1.08
H: -1.162 0.231 -6.137  0.47
C: 1.574 0.716 -3.227  0.12
C: -1.288 0.485 -5.069  -1.27
C: 3.251 -1.050 5.156  -0.99
H: 0.924 -0.424 1.812  0.12
C: -0.235 -3.837 -0.843  -1.18
C: -2.406 3.302 0.312  -1.56
C: -3.017 -0.225 1.372  0.58
C: -3.138 0.996 -0.576  0.75
H: 0.529 -3.845 1.963  0.34
H: -2.313 0.882 -4.990  0.36
Sn: -0.217 -0.328 -2.162  -0.10
H: 2.022 -2.883 2.070  0.17
C: -3.153 -1.341 2.332  -1.57
H: -3.294 -2.434 -0.251  0.29
C: 0.457 -0.721 5.228  -0.25
P: 0.929 -2.618 -0.100  0.65
H: -0.632 -0.605 5.229  0.37
C: -3.473 1.412 -1.959  -1.00
H: 2.024 -4.416 1.135  0.50
C: 1.130 -0.708 3.957  1.13
H: 1.453 2.394 3.134  0.24
H: 4.329 -1.205 5.138  0.43
C: -3.275 -0.311 -0.025  0.58
H: -0.662 -0.727 2.756  -0.28
H: -3.304 3.936 0.372  0.38
H: -0.808 -3.381 -1.663  0.13
C: 1.172 -0.875 6.409  -0.83
H: -3.242 -1.541 -1.785  -0.02
H: -2.128 2.710 2.999  0.44
H: -3.610 0.544 -2.618  0.33
C: 1.220 -1.215 -4.930  -1.03
C: 3.411 1.686 0.898  -1.07
H: -0.942 -4.172 -0.072  0.41
H: -4.421 1.979 -1.960  0.41
H: -2.726 -2.271 1.930  0.38
C: 0.414 -0.570 2.764  -0.24
C: 2.131 -0.085 -4.373  -1.19
C: 2.564 -0.847 3.964  0.13
H: -2.173 -1.211 -3.951  0.75
C: 1.430 -3.535 1.414  -1.16
H: 3.464 0.907 1.670  0.11
H: 4.068 2.524 1.169  0.41
H: -1.717 3.643 1.093  0.28
H: -3.080 1.402 3.756  0.34
H: -4.210 -1.549 2.565  0.38
H: 2.153 -2.765 -2.235  0.11
H: 0.416 1.756 -5.542  0.34
C: -2.665 1.119 1.676  0.80
C: -2.714 1.868 0.465  0.31
H: 1.836 -2.129 -4.991  0.47
H: 0.978 -0.974 -5.980  0.38
H: 0.453 3.624 2.313  0.26
C: 2.393 -2.930 -1.174  -1.18
H: 2.225 3.886 2.478  0.45
H: 2.318 3.310 -1.380  0.34
C: -3.654 -1.533 -0.765  -1.09
C: 0.419 1.545 -3.393  -0.29
H: 1.018 4.218 -0.565  0.34
H: 2.710 4.366 0.021  0.44
H: 3.118 -1.209 7.311  0.45
H: -0.141 -2.603 -3.868  0.54
C: -0.309 1.638 -4.718  -0.90
P: 1.675 2.265 0.723  0.97
H: 2.271 0.965 -2.419  0.34
H: 3.092 -0.543 -4.079  0.39
H: -1.361 1.145 3.367  0.03
H: 2.713 -3.970 -1.017  0.48
C: 2.564 -1.058 6.384  -0.31
H: 0.328 -4.698 -1.227  0.42
H: 3.209 -2.248 -0.893  0.32
H: 0.644 -0.863 7.365  0.43
C: 1.965 3.683 -0.408  -1.37
H: -1.937 3.511 -0.659  0.26

Calculated values
LUMO level (alpha / beta) = -0.2969 / -0.3009 hartree
2S+1 = 1
Energy above the lowest of the compared OMol25 structures with the same formula, charge and spin = 38.32 kcal per mole
Kohn-Sham gap (alpha / beta) = 3.30 / 2.59 eV
Net charge = +2
E_HOMO (alpha / beta) = -11.38 / -10.78 eV

***

Record 5
A structure of composition C31H53BrMoNP3 in a non-equilibrium geometry, computed with ωB97M-V/def2-TZVPD.

Each line ends with the Mulliken spin population.
CARTESIAN COORDINATES (ANGSTROEM)
H: 3.747 -3.574 -0.712  0.00
H: -2.803 -2.928 0.378  0.00
C: -0.982 2.983 0.032  0.03
Br: -4.602 -0.053 -0.011  0.01
H: 1.115 -1.088 -2.653  0.00
H: 2.718 4.896 -5.211  0.03
H: -2.178 -4.211 -0.656  0.00
C: -0.629 -2.911 -2.712  -0.01
H: 1.441 -2.211 2.645  0.00
H: 4.507 0.303 -0.678  0.00
H: -0.065 1.358 1.218  -0.02
H: 1.070 -2.001 4.347  0.00
H: 4.288 -1.891 -0.859  0.00
C: 2.478 -0.557 3.561  0.00
C: 0.173 3.644 -0.456  -0.02
C: -2.746 -3.267 -0.667  0.00
H: -4.741 -2.569 -1.240  0.00
H: 3.642 -0.357 -2.611  0.00
H: 3.005 -0.817 4.492  0.00
H: 2.358 1.674 -0.209  0.01
H: 0.919 0.376 5.561  0.00
H: -4.159 -3.950 -2.217  0.00
P: -1.735 -2.016 -1.550  -0.08
H: 2.627 0.303 -3.902  0.00
H: -1.482 -4.929 -2.610  0.00
H: 3.034 1.321 -2.512  0.00
C: -3.157 -1.304 -3.964  0.00
H: 1.449 -2.941 -0.162  0.01
H: 0.264 -3.159 -2.112  0.00
H: 2.260 0.518 3.587  0.00
C: 2.249 -2.184 -0.078  -0.02
H: -0.699 -2.166 5.400  0.00
H: -2.287 -1.537 -4.589  0.00
H: -3.827 -2.175 -3.947  0.00
C: 2.286 4.231 -1.903  -0.03
C: -0.519 0.781 3.928  0.00
C: 2.777 0.294 -2.810  0.00
H: -4.701 -4.191 -0.552  0.00
C: -2.747 -0.859 -2.563  0.01
H: 3.133 -2.567 -2.057  0.00
C: 2.855 4.932 -4.132  0.00
P: -0.410 -0.780 2.899  -0.02
H: 1.369 3.394 -3.714  0.01
H: 4.616 1.298 0.783  0.00
H: -2.180 0.084 -2.610  0.00
H: -0.306 -2.213 -3.501  0.00
C: -3.433 2.855 -0.014  0.01
C: -2.250 3.639 -0.081  -0.03
H: -0.783 0.429 6.090  0.00
C: 4.096 0.436 0.333  0.00
H: 4.356 -0.451 0.931  0.00
H: 4.610 6.690 -1.981  0.03
N: 3.699 5.817 -3.628  0.78
C: -0.926 1.625 0.548  0.06
H: 3.196 -0.727 2.747  0.00
H: 0.059 1.933 5.636  0.00
C: -1.207 -4.175 -3.356  0.00
H: 0.700 0.588 -2.300  0.00
H: -1.565 1.100 3.844  0.00
C: 1.476 -0.181 -2.149  0.02
H: 2.555 -2.211 0.982  0.00
C: 1.303 3.690 -0.988  0.03
C: 3.423 -2.558 -0.994  0.01
C: -0.051 0.862 5.391  0.00
H: -3.710 -0.493 -4.463  0.00
H: -0.445 -4.634 -4.004  0.00
H: -2.349 -0.184 1.052  0.14
P: 1.457 -0.535 -0.342  0.02
H: 3.378 5.260 -0.332  0.01
C: 3.253 5.111 -1.398  0.09
C: -3.328 1.479 0.226  -0.04
H: -4.412 3.341 -0.089  0.00
C: 1.239 -1.452 3.412  0.00
C: -1.761 -1.897 3.503  0.00
H: 0.061 1.503 3.324  0.00
H: -2.735 -1.473 3.185  0.00
H: 2.257 0.936 1.367  0.01
H: -1.666 -2.855 2.960  0.01
H: -2.078 -3.966 -3.993  0.00
H: -2.242 -3.026 5.274  0.00
C: -1.724 -2.096 5.013  0.00
H: -3.657 -0.607 -1.982  0.00
H: -2.300 4.710 -0.285  0.00
C: 3.914 5.933 -2.334  0.00
C: 2.593 0.747 0.334  -0.02
Mo: -0.776 -0.590 0.554  1.06
H: -2.230 -1.270 5.527  0.00
C: -4.158 -3.500 -1.215  0.01
C: -2.163 0.921 0.710  -0.20
C: 2.126 4.063 -3.296  0.09

Calculated values
LUMO level (alpha / beta) = -0.4896 / -0.5282 hartree
2S+1 = 3
Kohn-Sham gap (alpha / beta) = 6.09 / 4.97 eV
Net charge = +4
E_HOMO (alpha / beta) = -19.41 / -19.35 eV
<S²> = 2.053

***

Molar mass list, top to bottom, in g/mol: 766.0, 793.6, 612.8, 605.4, 708.5
E list, top to bottom, in a.u.: -5196.685356, -5333.018666, -2321.933531, -2108.649582, -4932.302096